A structure of composition C2H2ErFO2 at a distorted geometry, computed with ωB97M-V/def2-TZVPD.

For the max |F|, the calculation gives 5.68 eV Å⁻¹. As for the spin multiplicity: 5. The value obtained for the LUMO energy (alpha / beta) is -6.4 / -6.3 eV. The net charge is +1. As for the expectation value of S²: 6.01. The HOMO-LUMO gap (alpha / beta) comes out at 7.5 / 8.4 eV. As for the molar mass: 244.29 g/mol.

The geometry in XYZ format:
```
8
Properties=species:S:1:pos:R:3:nbo_charge:R:1
H 0.152 -2.895 0.990 0.19
O 0.886 -1.213 -0.278 -0.80
C 0.736 -1.818 0.813 0.23
C -0.331 -1.409 1.705 0.24
O -0.955 -0.315 1.396 -0.84
H -0.232 -1.701 2.761 0.22
F -0.169 2.495 -1.554 -0.79
Er -0.162 0.838 -0.358 2.55
```

A structure of composition C2H2Eu at a distorted geometry, computed with ωB97M-V/def2-TZVPD.

For the max |F|, the calculation gives 2.04 eV Å⁻¹. As for the spin multiplicity: 8. The value obtained for the LUMO energy (alpha / beta) is -10.7 / -10.5 eV. The net charge is +2. As for the expectation value of S²: 15.76. The HOMO-LUMO gap (alpha / beta) comes out at 9.2 / 9.4 eV. As for the molar mass: 178.00 g/mol.

The geometry in XYZ format:
```
5
Properties=species:S:1:pos:R:3:nbo_charge:R:1
H 0.896 1.377 1.842 0.31
C 1.337 1.138 0.863 -0.39
C 1.249 1.848 -0.117 -0.16
H 1.165 2.423 -1.027 0.28
Eu -0.773 -0.652 -0.685 1.96
```

An isolated molecule of C2H2F2O at a distorted geometry, computed with ωB97M-V/def2-TZVPD.

For the max |F|, the calculation gives 4.05 eV Å⁻¹. As for the spin multiplicity: 1. The value obtained for the LUMO energy (alpha / beta) is 0.4 / -0.6 eV. The net charge is 0. The energy above the lowest of the compared OMol25 structures with the same formula, charge and spin comes out at 401.1 kJ/mol. The HOMO-LUMO gap (alpha / beta) comes out at 9.9 / 7.5 eV. As for the molar mass: 80.03 g/mol.

The geometry in XYZ format:
```
7
Properties=species:S:1:pos:R:3:nbo_charge:R:1
C 1.251 0.563 0.168 0.42
C -1.216 -0.645 -0.006 0.51
O 0.060 -0.400 0.185 -0.54
F 2.314 -0.151 -0.266 -0.33
F -1.914 0.497 -0.227 -0.35
H 1.156 1.499 -0.466 0.15
H -1.652 -1.363 0.611 0.14
```

Copy entry 3 word for word.
An isolated molecule of C2H2F2O at a distorted geometry, computed with ωB97M-V/def2-TZVPD.

For the max |F|, the calculation gives 4.05 eV Å⁻¹. As for the spin multiplicity: 1. The value obtained for the LUMO energy (alpha / beta) is 0.4 / -0.6 eV. The net charge is 0. The energy above the lowest of the compared OMol25 structures with the same formula, charge and spin comes out at 401.1 kJ/mol. The HOMO-LUMO gap (alpha / beta) comes out at 9.9 / 7.5 eV. As for the molar mass: 80.03 g/mol.

The geometry in XYZ format:
```
7
Properties=species:S:1:pos:R:3:nbo_charge:R:1
C 1.251 0.563 0.168 0.42
C -1.216 -0.645 -0.006 0.51
O 0.060 -0.400 0.185 -0.54
F 2.314 -0.151 -0.266 -0.33
F -1.914 0.497 -0.227 -0.35
H 1.156 1.499 -0.466 0.15
H -1.652 -1.363 0.611 0.14
```

- Number 3 is which compound?
  C2H2F2O